# 1
This record from OMol25 describes C30H24ClNO4PYb as an isolated structure at a distorted geometry. The level of theory is ωB97M-V with the def2-TZVPD basis set.

Properties
- net charge = 0
- ⟨S²⟩ = 0.751
- 2S+1 = 2
- Kohn-Sham gap (alpha / beta) (eV) = 7.5 / 7.2
- LUMO (alpha / beta) (eV) = -1.124 / -1.427

Atoms and positions in Å:
C (0.27, 3.21, -0.25)
C (1.27, 2.22, -0.46)
C (1.00, 1.55, -1.69)
H (2.12, 2.03, 0.20)
C (-0.17, 2.15, -2.26)
C (-0.63, 3.15, -1.36)
H (-1.47, 3.81, -1.53)
H (0.20, 3.91, 0.58)
H (1.59, 0.75, -2.14)
H (-0.62, 1.90, -3.22)
Yb (-0.95, 0.85, 0.06)
Cl (-1.58, -1.33, -0.94)
P (1.09, -1.95, 0.17)
C (1.96, -2.75, -1.26)
C (3.28, -3.22, -1.24)
H (3.90, -3.09, -0.34)
C (3.83, -3.87, -2.35)
H (4.85, -4.25, -2.30)
C (3.05, -4.04, -3.50)
H (3.47, -4.56, -4.36)
C (1.74, -3.56, -3.55)
H (1.13, -3.69, -4.45)
C (1.20, -2.91, -2.44)
H (0.18, -2.53, -2.45)
C (2.56, -1.77, 1.28)
C (3.36, -0.63, 1.08)
H (3.11, 0.07, 0.28)
C (4.48, -0.41, 1.88)
H (5.10, 0.48, 1.72)
C (4.83, -1.34, 2.88)
H (5.71, -1.17, 3.49)
C (4.05, -2.48, 3.08)
H (4.31, -3.21, 3.84)
C (2.91, -2.69, 2.29)
H (2.30, -3.58, 2.46)
C (0.33, -3.44, 0.93)
C (0.60, -4.76, 0.53)
H (1.29, -4.96, -0.29)
C (-0.02, -5.83, 1.19)
H (0.22, -6.85, 0.88)
C (-0.91, -5.59, 2.23)
H (-1.38, -6.42, 2.75)
C (-1.20, -4.27, 2.62)
H (-1.90, -4.08, 3.44)
C (-0.60, -3.21, 1.97)
H (-0.84, -2.18, 2.24)
O (-4.32, 2.15, 1.77)
C (-3.71, 2.56, 0.78)
O (-2.78, 1.94, 0.11)
C (-4.04, 3.97, 0.30)
C (-4.02, 4.32, -1.07)
C (-4.31, 5.62, -1.48)
C (-4.63, 6.61, -0.52)
C (-4.69, 6.26, 0.85)
C (-4.41, 4.95, 1.24)
N (-4.82, 7.95, -0.93)
O (-4.72, 8.22, -2.15)
O (-5.08, 8.83, -0.07)
H (-3.76, 3.58, -1.82)
H (-4.27, 5.91, -2.53)
H (-4.96, 7.02, 1.58)
H (-4.49, 4.68, 2.29)

# 2
This record from OMol25 describes a 9-piece molecular cluster, C5H30N2O9 overall at a distorted geometry. The level of theory is ωB97M-V with the def2-TZVPD basis set.

Properties
- relative energy (zero: lowest compared OMol25 entry of this formula, charge and spin) (eV) = 0.1372
- net charge = 0
- Kohn-Sham gap (eV) = 10.2
- LUMO (eV) = 0.440

Atoms and positions in Å:
C (-1.43, 1.71, -2.10)
C (-1.48, 1.02, -0.73)
C (-0.27, 0.11, -0.47)
C (1.04, 0.89, -0.25)
N (1.86, 1.04, -1.49)
N (-0.48, -0.70, 0.75)
C (-1.47, -1.76, 0.62)
O (-1.38, -2.59, 1.76)
H (-2.15, 2.52, -2.18)
H (-0.45, 2.13, -2.33)
H (-1.69, 0.99, -2.87)
H (-1.51, 1.80, 0.04)
H (-2.40, 0.45, -0.63)
H (-0.14, -0.58, -1.30)
H (1.66, 0.36, 0.48)
H (0.82, 1.87, 0.17)
H (2.70, 0.47, -1.38)
H (2.17, 1.99, -1.56)
H (-0.68, -0.13, 1.57)
H (-2.50, -1.40, 0.65)
H (-1.27, -2.34, -0.28)
H (-0.53, -3.02, 1.74)
O (-0.85, 2.16, 2.87)
H (-0.70, 2.70, 3.64)
H (-1.34, 1.38, 3.25)
O (1.04, -2.96, -0.31)
H (0.87, -3.04, -1.29)
H (0.37, -2.35, 0.05)
O (1.03, -0.35, -3.90)
H (0.36, 0.20, -4.31)
H (1.34, 0.14, -3.10)
O (-1.54, -0.34, 3.81)
H (-0.58, -0.50, 3.96)
H (-1.82, -1.16, 3.38)
O (0.30, -2.80, -2.99)
H (0.57, -1.92, -3.35)
H (0.71, -3.44, -3.57)
O (-1.12, 4.62, 0.92)
H (-1.14, 3.87, 1.56)
H (-0.81, 4.23, 0.09)
O (1.18, -0.29, 3.32)
H (1.07, 0.62, 3.03)
H (1.14, -0.82, 2.50)
O (3.24, -1.27, -0.12)
H (3.78, -1.64, 0.58)
H (2.48, -1.88, -0.24)

# 3
This record from OMol25 describes C38H71As3IrOPSe as an isolated structure at a distorted geometry. The level of theory is ωB97M-V with the def2-TZVPD basis set.

Properties
- relative energy (zero: lowest compared OMol25 entry of this formula, charge and spin) (eV) = 1.4868
- net charge = +2
- Kohn-Sham gap (alpha / beta) (eV) = 5.7 / 5.7
- LUMO (alpha / beta) (eV) = -7.116 / -7.126

Atoms and positions in Å:
Ir (-0.48, -0.71, -0.36)
C (-4.15, -0.90, 1.31)
As (-2.49, 0.00, 0.88)
C (-3.20, 1.51, -0.10)
C (-2.12, 0.68, 2.69)
C (-0.67, 0.82, 3.16)
C (0.10, 1.74, 2.20)
C (-0.05, -0.56, 3.30)
As (0.52, -1.55, 1.70)
C (-0.34, -3.26, 1.99)
C (2.33, -2.02, 2.19)
C (-0.72, 1.46, 4.57)
As (0.87, 2.19, 5.53)
C (1.24, 3.80, 4.46)
C (2.41, 1.11, 4.95)
H (-4.69, -0.21, 1.94)
H (-3.98, -1.83, 1.84)
H (-4.72, -1.09, 0.41)
H (-3.77, 2.16, 0.56)
H (-3.85, 1.12, -0.88)
H (-2.39, 2.06, -0.56)
H (-2.65, 0.00, 3.36)
H (-2.62, 1.65, 2.73)
H (0.00, 1.43, 1.17)
H (1.16, 1.74, 2.44)
H (-0.27, 2.76, 2.29)
H (-0.73, -1.23, 3.82)
H (0.85, -0.48, 3.91)
H (-0.14, -3.62, 3.00)
H (0.04, -3.99, 1.28)
H (-1.42, -3.17, 1.84)
H (2.25, -2.44, 3.19)
H (2.98, -1.16, 2.20)
H (2.72, -2.77, 1.51)
H (-1.17, 0.75, 5.27)
H (-1.39, 2.33, 4.54)
H (0.30, 4.28, 4.16)
H (1.84, 3.58, 3.58)
H (1.78, 4.50, 5.09)
H (2.33, 0.10, 5.35)
H (3.29, 1.57, 5.39)
H (2.54, 1.07, 3.87)
C (-3.69, -8.45, -0.20)
C (-3.13, -7.07, -0.40)
C (-3.97, -5.95, -0.44)
C (-3.48, -4.68, -0.65)
C (-4.43, -3.52, -0.71)
C (-2.09, -4.51, -0.84)
Se (-1.41, -2.88, -1.49)
C (-1.21, -5.62, -0.76)
C (0.28, -5.51, -0.92)
C (-1.76, -6.87, -0.54)
H (-4.77, -8.42, -0.04)
H (-3.22, -8.95, 0.64)
H (-3.50, -9.06, -1.09)
H (-5.04, -6.09, -0.31)
H (-5.41, -3.79, -0.31)
H (-4.57, -3.18, -1.74)
H (-4.03, -2.69, -0.14)
H (0.65, -4.52, -0.68)
H (0.56, -5.72, -1.96)
H (0.79, -6.24, -0.29)
H (-1.10, -7.73, -0.48)
O (0.59, 1.25, -0.97)
P (1.43, 2.07, -1.96)
C (1.47, 1.35, -3.66)
C (2.53, 0.26, -3.91)
C (2.13, -1.11, -3.37)
C (0.80, -1.54, -3.97)
C (-0.27, -0.53, -3.60)
C (0.08, 0.86, -4.11)
C (0.86, 3.80, -2.23)
C (-0.28, 4.03, -3.24)
C (-1.65, 3.68, -2.67)
C (-1.93, 4.49, -1.41)
C (-0.83, 4.24, -0.37)
C (0.54, 4.58, -0.94)
C (3.20, 2.25, -1.51)
C (3.80, 0.96, -0.91)
C (3.58, 0.83, 0.60)
C (4.07, 2.06, 1.35)
C (3.34, 3.29, 0.82)
C (3.62, 3.47, -0.67)
H (1.74, 2.22, -4.27)
H (3.50, 0.56, -3.52)
H (2.65, 0.17, -5.00)
H (2.02, -1.07, -2.27)
H (2.92, -1.83, -3.59)
H (0.54, -2.54, -3.61)
H (0.88, -1.60, -5.06)
H (-0.34, -0.48, -2.48)
H (-1.25, -0.83, -3.96)
H (-0.69, 1.56, -3.79)
H (0.06, 0.84, -5.20)
H (1.77, 4.23, -2.68)
H (-0.09, 3.50, -4.18)
H (-0.27, 5.10, -3.48)
H (-1.69, 2.61, -2.42)
H (-2.42, 3.87, -3.42)
H (-2.91, 4.25, -1.00)
H (-1.95, 5.56, -1.66)
H (-0.83, 3.18, -0.08)
H (-1.01, 4.83, 0.53)
H (1.30, 4.42, -0.18)
H (0.56, 5.65, -1.19)
H (3.65, 2.39, -2.50)
H (4.88, 0.98, -1.10)
H (3.40, 0.07, -1.40)
H (4.13, -0.06, 0.94)
H (2.52, 0.67, 0.79)
H (5.14, 2.19, 1.19)
H (3.91, 1.95, 2.42)
H (3.66, 4.19, 1.36)
H (2.26, 3.16, 0.99)
H (4.70, 3.58, -0.80)
H (3.17, 4.38, -1.05)

# 4
This record from OMol25 describes a 9-piece molecular cluster, C27H77N5O12 overall at a distorted geometry. The level of theory is ωB97M-V with the def2-TZVPD basis set.

Properties
- relative energy (zero: lowest compared OMol25 entry of this formula, charge and spin) (eV) = 1.9725
- net charge = 0
- Kohn-Sham gap (eV) = 8.9
- LUMO (eV) = 0.079

Atoms and positions in Å:
C (7.61, -15.95, 4.84)
O (8.53, -14.87, 4.83)
C (8.52, -13.96, 5.94)
C (9.71, -12.91, 5.75)
C (11.02, -13.64, 5.94)
N (9.71, -11.81, 6.73)
H (7.69, -16.39, 5.83)
H (7.73, -16.67, 4.03)
H (6.63, -15.48, 4.80)
H (7.55, -13.46, 6.00)
H (8.67, -14.39, 6.94)
H (9.64, -12.45, 4.77)
H (11.16, -14.42, 5.19)
H (11.06, -14.09, 6.93)
H (11.85, -12.93, 5.94)
H (9.02, -11.10, 6.55)
H (10.57, -11.30, 6.57)
C (11.87, -17.00, -5.68)
O (11.34, -16.03, -4.78)
C (11.27, -16.50, -3.45)
C (10.82, -15.43, -2.45)
C (11.72, -14.16, -2.60)
N (10.81, -15.86, -1.09)
H (12.82, -17.44, -5.38)
H (12.00, -16.41, -6.59)
H (11.14, -17.78, -5.89)
H (10.62, -17.38, -3.38)
H (12.25, -16.86, -3.15)
H (9.82, -15.13, -2.76)
H (12.77, -14.44, -2.62)
H (11.60, -13.54, -1.71)
H (11.46, -13.59, -3.49)
H (11.74, -15.96, -0.72)
H (10.45, -15.09, -0.54)
C (8.09, -18.75, -4.50)
O (7.51, -18.31, -3.24)
C (7.20, -16.89, -3.23)
C (6.72, -16.34, -1.88)
C (6.40, -14.80, -1.99)
N (7.72, -16.32, -0.87)
H (8.81, -18.02, -4.87)
H (7.30, -18.80, -5.25)
H (8.66, -19.65, -4.28)
H (8.09, -16.29, -3.42)
H (6.39, -16.68, -3.93)
H (5.89, -16.98, -1.60)
H (5.69, -14.49, -2.76)
H (7.24, -14.13, -2.21)
H (5.89, -14.49, -1.08)
H (8.38, -17.08, -0.96)
H (8.30, -15.62, -1.32)
C (9.61, -8.54, 6.21)
O (8.78, -9.41, 5.42)
C (8.32, -8.72, 4.23)
C (6.98, -9.24, 3.72)
C (7.13, -10.72, 3.20)
N (6.33, -8.39, 2.75)
H (10.64, -8.63, 5.89)
H (9.59, -8.84, 7.26)
H (9.31, -7.50, 6.35)
H (8.28, -7.64, 4.36)
H (9.08, -8.73, 3.45)
H (6.28, -9.22, 4.55)
H (7.16, -11.43, 4.02)
H (8.07, -10.84, 2.65)
H (6.32, -11.00, 2.52)
H (6.75, -8.61, 1.85)
H (5.40, -8.75, 2.58)
C (2.67, -17.36, -0.97)
O (1.76, -16.36, -0.59)
C (2.38, -15.31, 0.12)
C (2.68, -15.68, 1.56)
C (1.44, -15.98, 2.35)
N (3.37, -14.57, 2.22)
H (3.57, -16.94, -1.42)
H (2.19, -18.06, -1.67)
H (2.90, -17.97, -0.10)
H (3.23, -14.91, -0.44)
H (1.68, -14.48, 0.06)
H (3.21, -16.62, 1.72)
H (0.81, -16.67, 1.77)
H (0.86, -15.06, 2.41)
H (1.63, -16.34, 3.36)
H (4.36, -14.58, 2.03)
H (3.36, -14.87, 3.18)
O (12.85, -16.48, 0.83)
C (11.97, -16.28, 1.92)
C (10.97, -17.43, 2.15)
O (11.58, -18.65, 2.55)
H (13.56, -17.03, 1.18)
H (12.62, -15.98, 2.74)
H (11.36, -15.40, 1.70)
H (10.55, -17.56, 1.15)
H (10.18, -17.14, 2.84)
H (12.15, -18.44, 3.29)
O (6.44, -14.86, 1.34)
C (7.32, -13.95, 1.93)
C (8.76, -14.31, 1.65)
O (9.25, -13.90, 0.41)
H (6.91, -15.24, 0.59)
H (7.05, -12.97, 1.54)
H (7.15, -13.87, 3.01)
H (8.96, -15.38, 1.75)
H (9.46, -13.86, 2.36)
H (9.06, -12.97, 0.26)
O (11.93, -9.91, 0.35)
C (10.69, -10.22, 0.92)
C (9.79, -10.53, -0.25)
O (8.58, -11.15, 0.20)
H (12.06, -8.97, 0.47)
H (10.71, -11.05, 1.63)
H (10.28, -9.36, 1.44)
H (10.30, -11.12, -1.01)
H (9.53, -9.65, -0.84)
H (7.96, -11.12, -0.53)
C (13.11, -13.06, 0.81)
O (13.49, -12.12, -0.23)
H (13.39, -12.52, 1.71)
H (12.04, -13.17, 0.65)
H (13.69, -13.98, 0.68)
H (13.02, -11.31, -0.03)

# 5
This record from OMol25 describes a 3-piece molecular cluster, C4H17N2O2 overall. The level of theory is ωB97M-V with the def2-TZVPD basis set.

Properties
- relative energy (zero: lowest compared OMol25 entry of this formula, charge and spin) (eV) = 1.1031
- net charge = +1
- Kohn-Sham gap (eV) = 9.6
- LUMO (eV) = -2.834

Atoms and positions in Å:
N (1.78, -0.57, -0.42)
C (0.55, -0.10, -1.14)
C (-0.58, 0.07, -0.13)
N (-0.69, -1.15, 0.67)
C (-2.02, -1.74, 0.59)
C (-0.27, -0.98, 2.06)
H (2.00, 0.04, 0.37)
H (2.58, -0.65, -1.04)
H (1.57, -1.52, -0.08)
H (0.31, -0.89, -1.85)
H (0.78, 0.82, -1.68)
H (-1.49, 0.23, -0.70)
H (-0.42, 0.97, 0.47)
H (-2.80, -1.02, 0.87)
H (-2.07, -2.61, 1.24)
H (-2.19, -2.12, -0.42)
H (-1.03, -0.46, 2.67)
H (0.61, -0.35, 2.12)
H (-0.07, -1.96, 2.50)
H (-1.15, 3.15, -2.70)
H (-1.83, 1.83, -2.87)
O (-1.03, 2.21, -2.50)
H (3.10, 2.45, 1.13)
H (1.79, 2.46, 0.33)
O (2.57, 1.92, 0.52)

# 6
This record from OMol25 describes C21H33BaBr2NO5PS3 as an isolated structure. The level of theory is ωB97M-V with the def2-TZVPD basis set.

Properties
- relative energy (zero: lowest compared OMol25 entry of this formula, charge and spin) (eV) = 0.4212
- net charge = -2
- ⟨S²⟩ = 0.766
- 2S+1 = 2
- Kohn-Sham gap (alpha / beta) (eV) = 6.9 / 5.8
- LUMO (alpha / beta) (eV) = 3.836 / 2.784

Atoms and positions in Å:
Ba (-1.71, 1.08, 1.25)
C (-0.62, -1.54, 2.86)
C (0.03, -2.32, 1.86)
C (-0.95, -3.15, 1.20)
C (-2.16, -2.89, 1.78)
C (-1.95, -1.87, 2.84)
C (-3.04, -1.36, 3.73)
C (-3.49, -3.47, 1.47)
C (-0.63, -4.08, 0.07)
C (1.49, -2.36, 1.56)
C (0.06, -0.56, 3.78)
H (-2.86, -0.33, 4.04)
H (-3.11, -1.97, 4.63)
H (-4.00, -1.38, 3.22)
H (-3.43, -4.21, 0.67)
H (-4.19, -2.69, 1.16)
H (-3.93, -3.96, 2.35)
H (-0.25, -3.55, -0.81)
H (-1.51, -4.64, -0.25)
H (0.13, -4.81, 0.36)
H (1.67, -2.21, 0.49)
H (1.90, -3.34, 1.82)
H (2.03, -1.59, 2.10)
H (-0.66, 0.11, 4.25)
H (0.79, 0.06, 3.26)
H (0.59, -1.07, 4.59)
C (3.77, 2.59, -3.11)
C (3.35, 2.34, -1.68)
O (2.08, 2.97, -1.47)
P (1.24, 2.73, -0.13)
S (-0.55, 3.48, -0.50)
S (1.43, 0.87, 0.51)
O (2.02, 3.61, 0.98)
C (1.85, 5.03, 1.06)
C (2.58, 5.50, 2.29)
H (4.74, 2.13, -3.30)
H (3.84, 3.66, -3.31)
H (3.04, 2.15, -3.79)
H (4.08, 2.76, -0.97)
H (3.26, 1.27, -1.48)
H (0.78, 5.25, 1.12)
H (2.25, 5.49, 0.15)
H (2.15, 5.03, 3.18)
H (2.48, 6.59, 2.39)
H (3.64, 5.25, 2.24)
Br (-0.52, 3.21, 3.64)
C (-2.42, 2.49, 3.62)
Br (-4.66, 0.11, 0.61)
H (-3.00, 3.40, 3.45)
H (-2.58, 2.23, 4.67)
N (-1.86, -0.74, -1.18)
C (-1.13, -0.96, -2.38)
C (0.23, -1.27, -2.32)
C (0.94, -1.51, -3.49)
C (0.32, -1.42, -4.73)
C (-1.02, -1.07, -4.78)
C (-1.74, -0.86, -3.62)
S (1.22, -1.80, -6.23)
O (2.62, -1.51, -5.91)
O (0.64, -0.93, -7.24)
O (0.96, -3.22, -6.47)
H (-1.79, -1.55, -0.56)
H (-2.85, -0.60, -1.34)
H (0.72, -1.28, -1.36)
H (2.00, -1.74, -3.45)
H (-1.49, -0.98, -5.75)
H (-2.80, -0.60, -3.68)